A molecular structure, C28H44BrF4NO5Y. Source: the Open Molecules 2025 dataset; level of theory: ωB97M-V/def2-TZVPD.

## Properties
Kohn-Sham gap, eV: 1.591
HOMO energy, eV: -14.98
2S+1: 1
Strongest force on any atom, eV Å⁻¹: 2.77
Total charge: +3

Geometry as XYZ:
```
84
C28H44BrF4NO5Y, DFT ωB97M-V/def2-TZVPD
C 0.82597 -3.05370 3.93688
C -0.12809 -2.79545 2.81101
O 0.39690 -1.84797 1.86163
C -0.29709 -0.62461 1.89083
C 0.28992 0.33390 0.85753
C -0.70579 0.90299 -0.13936
C 0.07865 1.70623 -1.21183
C 0.93307 0.90763 -2.21198
O 2.15009 1.58254 -2.40787
C 0.28599 0.73621 -3.62018
F -0.31792 -0.48561 -3.77853
F 1.20077 0.77130 -4.55976
F -0.59785 1.67861 -3.92834
N -1.72659 1.79651 0.43418
C -1.43717 2.47372 1.69258
C -0.37703 3.50590 1.57620
C -0.48114 4.45835 0.58288
C 0.48445 5.40640 0.44265
C 1.56334 5.44696 1.28282
C 1.67733 4.52418 2.29949
C 2.82061 4.50954 3.22528
C 0.69119 3.56883 2.42423
C -1.46379 -0.26201 -0.77078
C -2.38763 0.16984 -1.95730
C -3.91302 0.25413 -1.56035
C -4.42805 1.65246 -1.67438
Br -5.04655 -0.81675 -2.91633
O -0.49584 -1.30496 -1.03894
C -0.63645 -2.66580 -0.77711
C -1.46751 -3.37537 -1.84606
C -1.91985 -4.75784 -1.48543
F -2.44245 -5.32528 -2.68103
C 0.76669 -3.31391 -0.83623
C 1.81692 -2.52445 -1.62575
C 2.72848 -1.61562 -0.82470
C 3.51551 -2.31884 0.26131
O 4.37633 -1.37538 0.90520
C 3.77388 -0.64996 1.86809
O 3.77075 -0.94545 3.00928
H 0.45621 -3.90690 4.48999
H 1.80220 -3.31864 3.57317
H 0.87654 -2.21920 4.61998
H -1.09214 -2.47753 3.18188
H -0.22487 -3.72647 2.25966
H -0.13567 -0.19074 2.87461
H -1.37772 -0.76587 1.80884
H 0.86434 1.08827 1.36769
H 1.00454 -0.23602 0.29048
H 0.75748 2.36850 -0.70236
H -0.63738 2.34694 -1.70418
H 1.21685 -0.07382 -1.87056
H 1.97393 2.52273 -2.50340
H -2.63959 1.37199 0.46533
H -1.26836 1.81939 2.54169
H -2.33309 3.03011 1.94831
H -1.31379 4.43992 -0.09392
H 0.41744 6.13642 -0.34147
H 2.32572 6.18820 1.14528
H 2.52550 4.15328 4.19987
H 3.53040 3.77818 2.84099
H 3.34831 5.44764 3.25713
H 0.78871 2.83719 3.20648
H -2.15111 -0.60136 0.00199
H -2.25651 -0.59553 -2.70074
H -2.18171 1.14918 -2.35089
H -4.13698 -0.19900 -0.60504
H -5.50068 1.64858 -1.81765
H -4.23608 2.20495 -0.76573
H -4.02486 2.14266 -2.54319
H -1.03387 -2.89421 0.21000
H -2.38911 -2.82150 -2.01064
H -0.82251 -3.42914 -2.76434
H -2.66485 -4.73201 -0.70654
H -1.11785 -5.37703 -1.11751
H 1.09754 -3.51263 0.16845
H 0.67843 -4.27458 -1.32955
H 1.39234 -1.99252 -2.46702
H 2.47836 -3.26753 -2.05503
H 3.45309 -1.18993 -1.50330
H 2.19514 -0.78925 -0.37676
H 2.88653 -2.74982 1.03115
H 4.13732 -3.08298 -0.17608
H 3.29880 0.28050 1.54590
Y -3.84406 -2.85768 -4.03284
```

Results of the Mulliken charge analysis, in e, for atoms 1 through 4:
1 C -1.446
2 C -0.328
3 O 0.257
4 C -2.070